Below is a cluster of 14 separate species, C65H151Cl8O31P in total, with properties calculated with wB97M-V/def2-TZVPD.

Summary:
- E (eV) = -242775.877
- multiplicity = 1
- net charge = 0
- E_HOMO (eV) = -8.960
- frontier orbital gap (eV) = 9.305

Each line ends with the Löwdin charge.
Cartesian coordinates (Å):
Cl (5.55632, -1.23785, -7.57970)  0.525
C (5.87274, -1.78524, -5.89018)  -0.633
C (4.60836, -2.36771, -5.27082)  -0.656
Cl (4.36458, -4.01838, -5.90792)  0.548
H (6.14117, -0.85973, -5.38376)  0.059
H (6.71239, -2.47035, -5.92611)  0.062
H (3.75321, -1.74665, -5.52291)  0.027
H (4.74031, -2.48190, -4.19716)  0.065
Cl (-1.97084, 4.19436, 1.14828)  0.618
C (-2.71723, 2.74478, 1.89700)  -0.609
C (-3.70487, 2.05270, 0.97761)  -0.635
Cl (-2.94936, 1.57008, -0.54478)  0.643
H (-3.20063, 3.03379, 2.82661)  0.047
H (-1.86104, 2.12478, 2.15045)  0.053
H (-4.55460, 2.69052, 0.74557)  0.080
H (-4.06611, 1.20082, 1.54860)  0.049
Cl (-1.58663, 2.76341, -8.59607)  0.559
C (-1.30498, 3.51822, -7.00856)  -0.648
C (-0.96237, 4.98883, -7.16062)  -0.713
Cl (0.46729, 5.24860, -8.09554)  0.573
H (-0.45780, 2.97391, -6.59382)  0.032
H (-2.21416, 3.38952, -6.42381)  0.063
H (-0.73266, 5.37331, -6.16532)  0.057
H (-1.77529, 5.53707, -7.63214)  0.072
Cl (2.01647, 3.82646, -4.97699)  0.575
C (3.35592, 2.70025, -4.65267)  -0.628
C (3.47307, 1.55858, -5.63339)  -0.619
Cl (2.00823, 0.58436, -5.96668)  0.595
H (3.17264, 2.27801, -3.66210)  0.036
H (4.27821, 3.26046, -4.51466)  0.082
H (4.29182, 0.89849, -5.35387)  0.057
H (3.73071, 1.92404, -6.62766)  0.066
C (0.27922, -0.16925, 0.29159)  -0.075
O (1.38815, 0.26312, -0.49193)  -0.216
P (1.67934, -0.27608, -1.94814)  0.378
O (2.95333, 0.15635, -2.55946)  -0.233
O (1.51120, -1.83691, -1.83533)  -0.215
C (1.77917, -2.73878, -2.90788)  -0.051
O (0.37123, 0.16249, -2.76297)  -0.226
C (0.07491, 1.51787, -3.05514)  -0.138
H (-0.04097, 0.67614, 0.90163)  0.080
H (0.61819, -0.97174, 0.94689)  0.073
H (-0.59977, -0.48564, -0.27046)  0.063
H (2.59462, -3.40132, -2.61222)  0.081
H (2.02576, -2.19977, -3.82171)  0.077
H (0.91039, -3.36797, -3.08297)  0.070
H (0.87096, 2.20199, -2.75215)  0.067
H (-0.77192, 1.85754, -2.45044)  0.049
H (-0.17161, 1.70456, -4.09719)  0.055
C (-0.72541, 11.56209, -3.36097)  -0.095
O (-1.69432, 10.52357, -3.33449)  -0.182
C (-2.02711, 9.96884, -4.57525)  -0.225
C (-2.57314, 8.56390, -4.38794)  -0.217
O (-3.73868, 8.53648, -3.62255)  -0.097
C (-4.17759, 7.22652, -3.36209)  -0.189
C (-3.21972, 6.32135, -2.62371)  -0.188
O (-2.42265, 5.56479, -3.55524)  -0.206
C (-1.46204, 4.81732, -2.85256)  -0.126
H (-0.52257, 11.74920, -2.31085)  0.087
H (-1.12969, 12.42393, -3.89666)  0.086
H (0.19303, 11.23681, -3.85826)  0.085
H (-1.18151, 9.85561, -5.26559)  0.125
H (-2.76350, 10.61156, -5.07740)  0.129
H (-1.72600, 8.06657, -3.88947)  0.125
H (-2.66491, 8.04235, -5.35002)  0.133
H (-4.39858, 6.65098, -4.27439)  0.134
H (-5.11877, 7.29506, -2.81852)  0.128
H (-3.75098, 5.55898, -2.04411)  0.126
H (-2.51692, 6.86175, -1.97883)  0.132
H (-0.75127, 5.45399, -2.30712)  0.094
H (-0.93806, 4.19968, -3.57970)  0.065
H (-1.85866, 4.19467, -2.03951)  0.052
C (3.70413, 2.96632, 5.15543)  -0.087
O (3.08522, 1.80849, 4.63359)  -0.199
C (1.97793, 1.41532, 5.40796)  -0.186
C (1.30605, 0.19574, 4.80372)  -0.178
O (2.11306, -0.95458, 4.83626)  -0.104
C (1.47910, -2.01729, 4.15733)  -0.200
C (2.32948, -3.26903, 4.13003)  -0.134
O (2.66084, -3.60692, 5.46774)  -0.351
C (3.46878, -4.75907, 5.57594)  -0.073
H (4.22097, 2.70615, 6.08596)  0.097
H (2.97916, 3.73089, 5.46101)  0.088
H (4.36838, 3.40493, 4.41749)  0.078
H (1.21699, 2.19191, 5.51927)  0.109
H (2.32543, 1.11230, 6.40545)  0.139
H (1.02323, 0.46166, 3.77790)  0.131
H (0.44381, -0.01207, 5.44658)  0.124
H (1.40180, -1.72608, 3.09585)  0.133
H (0.44754, -2.15043, 4.49004)  0.095
H (3.18079, -3.07657, 3.47590)  0.145
H (1.75029, -4.09293, 3.69732)  0.089
H (4.52642, -4.53471, 5.43180)  0.125
H (3.12552, -5.54777, 4.89876)  0.121
H (3.34995, -5.13991, 6.59205)  0.075
C (2.56066, -3.54933, 7.76469)  -0.103
O (1.15054, -3.64112, 7.64931)  -0.106
C (0.69515, -3.17169, 6.38828)  -0.179
C (0.69847, -4.30468, 5.41260)  -0.187
O (0.11192, -3.89735, 4.17684)  -0.223
C (0.02363, -4.93264, 3.24449)  -0.213
C (-0.49331, -4.42874, 1.91826)  -0.172
O (0.35700, -3.48475, 1.28287)  -0.182
C (1.47371, -4.07912, 0.67300)  -0.094
H (2.86210, -3.66012, 8.80547)  0.099
H (3.03926, -2.65959, 7.35119)  0.117
H (2.99613, -4.41708, 7.25305)  0.014
H (1.22190, -2.26872, 6.07604)  0.105
H (-0.34757, -2.85887, 6.51229)  0.141
H (0.08997, -5.14560, 5.75942)  0.147
H (1.71677, -4.69859, 5.30774)  0.065
H (-0.63732, -5.76300, 3.53526)  0.140
H (0.94056, -5.51738, 3.07606)  0.127
H (-1.43967, -3.95580, 2.20922)  0.119
H (-0.87591, -5.21224, 1.25785)  0.139
H (2.20210, -3.33333, 0.36289)  0.078
H (1.19850, -4.70583, -0.18539)  0.087
H (1.98459, -4.77275, 1.35396)  0.079
C (7.65874, -2.22757, 2.59204)  -0.084
O (6.42256, -2.59447, 1.98066)  -0.214
C (6.19144, -1.81803, 0.80813)  -0.181
C (4.84542, -2.20024, 0.18720)  -0.156
O (4.77108, -3.51999, -0.36010)  -0.154
C (5.08621, -4.57094, 0.54169)  -0.193
C (4.57239, -5.95437, 0.06900)  -0.196
O (5.01999, -6.48492, -1.15848)  -0.173
C (4.71971, -5.65233, -2.27500)  -0.103
H (7.88855, -3.04382, 3.27322)  0.089
H (7.48916, -1.31188, 3.16896)  0.059
H (8.45517, -2.03241, 1.87209)  0.092
H (6.98900, -2.06810, 0.09950)  0.133
H (6.19555, -0.74839, 1.04302)  0.107
H (4.72971, -1.53960, -0.67461)  0.127
H (4.02692, -2.07004, 0.90020)  0.117
H (4.81509, -4.46313, 1.59458)  0.118
H (6.16980, -4.71854, 0.61666)  0.126
H (3.47767, -5.87772, -0.01276)  0.101
H (4.81485, -6.68194, 0.84213)  0.127
H (4.84488, -6.26133, -3.16778)  0.085
H (5.45425, -4.84595, -2.30417)  0.085
H (3.71619, -5.23135, -2.18999)  0.060
C (0.87519, 5.58579, 2.77614)  -0.122
O (1.88780, 4.98128, 2.01020)  -0.169
C (1.50442, 3.88728, 1.18961)  -0.219
C (2.62365, 3.45982, 0.27510)  -0.191
O (3.78838, 2.94685, 0.85842)  -0.095
C (3.61644, 1.73115, 1.56806)  -0.163
C (4.76901, 1.54638, 2.53375)  -0.176
O (5.94868, 1.20351, 1.80266)  -0.190
C (7.08401, 1.29002, 2.60138)  -0.143
H (1.22769, 6.58372, 3.04544)  0.091
H (0.88878, 5.05598, 3.74420)  0.070
H (-0.15922, 5.58316, 2.42390)  0.028
H (0.68768, 4.21865, 0.53972)  0.083
H (1.08926, 3.06680, 1.78854)  0.114
H (2.92497, 4.29335, -0.36490)  0.136
H (2.21441, 2.71297, -0.42591)  0.112
H (3.58819, 0.87887, 0.88326)  0.120
H (2.67774, 1.71841, 2.12668)  0.106
H (4.58561, 0.70989, 3.21764)  0.133
H (4.91782, 2.45146, 3.12592)  0.091
H (7.97966, 1.06793, 2.01718)  0.093
H (7.06151, 0.59152, 3.44956)  0.075
H (7.32067, 2.27257, 3.03148)  0.093
C (-3.84962, 0.88510, -6.64313)  -0.117
O (-3.67390, 1.63691, -5.44737)  -0.190
C (-3.13231, 0.88679, -4.37117)  -0.194
C (-4.00580, -0.26178, -3.91003)  -0.210
O (-5.28731, 0.26052, -3.63853)  -0.108
C (-6.09727, -0.68384, -2.97809)  -0.192
C (-7.39431, -0.07523, -2.43850)  -0.207
O (-7.25973, 0.81171, -1.37191)  -0.149
C (-6.69104, 0.28306, -0.20192)  -0.111
H (-3.01712, 0.28546, -7.02115)  0.084
H (-4.10019, 1.55889, -7.46144)  0.071
H (-4.74949, 0.29711, -6.43842)  0.085
H (-3.06411, 1.62588, -3.56834)  0.105
H (-2.12494, 0.56873, -4.66588)  0.110
H (-3.55157, -0.80601, -3.07651)  0.108
H (-4.08636, -0.95339, -4.76013)  0.119
H (-5.53369, -1.02145, -2.09211)  0.104
H (-6.23436, -1.59007, -3.57978)  0.132
H (-8.13817, -0.86814, -2.29206)  0.123
H (-7.86274, 0.49472, -3.24529)  0.129
H (-7.12745, -0.70060, 0.01885)  0.096
H (-6.94432, 0.94043, 0.62867)  0.084
H (-5.60725, 0.14641, -0.16270)  0.054
C (-1.96183, -0.90590, 3.82944)  -0.074
O (-1.66495, 0.41939, 4.21768)  -0.186
C (-2.34846, 0.80407, 5.39195)  -0.196
C (-1.89711, 2.13917, 5.93409)  -0.166
O (-1.95297, 3.09633, 4.88874)  -0.147
C (-1.54247, 4.38210, 5.31278)  -0.198
C (-2.40401, 5.00589, 6.42365)  -0.197
O (-3.78771, 5.01334, 6.16268)  -0.168
C (-4.17815, 5.43349, 4.87990)  -0.105
H (-2.92578, -0.97246, 3.30455)  0.074
H (-2.05372, -1.56153, 4.70037)  0.095
H (-1.22709, -1.27703, 3.11862)  0.086
H (-2.33561, -0.01136, 6.12412)  0.132
H (-3.42635, 0.90973, 5.18969)  0.106
H (-0.85599, 2.03666, 6.25721)  0.118
H (-2.58705, 2.44323, 6.72152)  0.129
H (-1.56006, 5.04689, 4.44958)  0.107
H (-0.51072, 4.32056, 5.67867)  0.119
H (-2.04256, 6.02689, 6.58509)  0.130
H (-2.24228, 4.42435, 7.32971)  0.116
H (-3.95576, 6.48363, 4.66595)  0.098
H (-5.26603, 5.34351, 4.86078)  0.091
H (-3.79817, 4.77887, 4.09052)  0.065
C (-1.25857, -9.28141, -2.29540)  -0.115
O (-0.63648, -8.02103, -2.26230)  -0.166
C (0.42466, -7.90768, -3.16498)  -0.229
C (0.99339, -6.48907, -3.12253)  -0.181
O (0.14238, -5.52226, -3.67539)  -0.156
C (-0.12150, -5.62400, -5.06419)  -0.171
C (-0.80831, -4.35991, -5.49593)  -0.213
O (0.02211, -3.21756, -5.47968)  -0.182
C (-0.73455, -2.03175, -5.33331)  -0.104
H (-1.39204, -9.65964, -3.31519)  0.087
H (-2.26885, -9.19260, -1.89733)  0.087
H (-0.72475, -10.04188, -1.71983)  0.088
H (0.06833, -8.12726, -4.19054)  0.113
H (1.15257, -8.73119, -3.09680)  0.132
H (1.98172, -6.54929, -3.58875)  0.123
H (1.09157, -6.25098, -2.06387)  0.117
H (-0.79728, -6.46234, -5.24038)  0.128
H (0.84253, -5.63607, -5.58973)  0.141
H (-1.63760, -4.21586, -4.78837)  0.127
H (-1.26878, -4.47254, -6.48250)  0.132
H (-1.57886, -2.09364, -6.02783)  0.088
H (-0.10973, -1.15843, -5.49799)  0.045
H (-1.16423, -1.93199, -4.32839)  0.072
C (-1.65111, -3.28637, -1.43162)  -0.097
O (-2.69316, -3.48109, -0.52306)  -0.162
C (-3.07578, -2.29164, 0.10475)  -0.207
C (-4.23938, -2.53198, 1.07052)  -0.172
O (-4.61133, -1.30165, 1.67159)  -0.170
C (-5.51940, -1.48055, 2.73958)  -0.184
C (-5.64315, -0.25098, 3.64786)  -0.187
O (-5.84543, 0.94740, 2.93798)  -0.194
C (-6.24858, 2.03492, 3.70690)  -0.114
H (-1.94309, -2.49670, -2.14492)  0.076
H (-1.41733, -4.15241, -2.04991)  0.087
H (-0.71759, -2.91115, -0.99597)  0.071
H (-3.40295, -1.56968, -0.65534)  0.102
H (-2.21317, -1.91992, 0.67259)  0.115
H (-3.88931, -3.20514, 1.86487)  0.117
H (-5.01730, -3.11859, 0.57085)  0.137
H (-5.14807, -2.30439, 3.36207)  0.126
H (-6.51229, -1.77361, 2.38413)  0.128
H (-4.88441, -0.25952, 4.43869)  0.103
H (-6.57831, -0.40743, 4.20933)  0.129
H (-5.52695, 2.49604, 4.39626)  0.082
H (-7.11941, 1.87103, 4.35475)  0.094
H (-6.52115, 2.85633, 3.04225)  0.095